Record 1
C4H5NO2 | ωB97M-V/def2-TZVPD

Element x y z (Å)
C  1.6069  0.5000  1.2671
C  0.0163  0.1437  -0.3570
C  -0.4917  -1.1981  -0.3057
C  -1.7896  0.1397  -1.5122
H  2.4906  1.3726  1.3097
H  2.0068  -0.6714  1.0036
H  1.0724  0.6822  2.3986
H  -0.4127  -2.0796  0.3203
H  -2.9192  0.3489  -1.9972
N  -1.6140  -1.1220  -1.1737
O  0.8247  0.9749  0.2142
O  -0.7903  0.9089  -1.1677

Computed properties:
**HOMO level**: -8.364 eV
**F_max**: 5.8 eV/Å
**Structure (SMILES)**: COc1cnco1
**Kohn-Sham gap**: 9.12 eV
**Net charge**: 0
**Calculated total energy**: -9810.3141 eV
**Relative energy (zero: lowest compared OMol25 entry of this formula, charge and spin)**: 92.26 kcal/mol
**E_LUMO**: 0.7566 eV

Record 2
C4H5NO2 | ωB97M-V/def2-TZVPD

Element x y z (Å)
O  -1.0115  2.1630  0.6482
C  -0.9364  1.1314  0.0218
C  -0.6299  -0.2285  0.6122
C  -0.2033  -1.3237  -0.2356
N  0.8861  -0.7200  0.5471
C  1.5476  0.3256  -0.1225
O  0.9712  1.1771  -0.7680
H  -1.2714  -0.4196  1.4776
H  -1.3580  0.9823  -0.9837
H  -0.1940  -1.1810  -1.3110
H  -0.4310  -2.3236  0.1108
H  2.6309  0.4170  0.0031

Computed properties:
**HOMO level**: -9.643 eV
**F_max**: 1.6 eV/Å
**Structure (SMILES)**: O=C[C@H]1CN1C=O
**Kohn-Sham gap**: 9.99 eV
**Net charge**: 0
**Calculated total energy**: -9811.4843 eV
**Relative energy (zero: lowest compared OMol25 entry of this formula, charge and spin)**: 65.27 kcal/mol
**E_LUMO**: 0.3487 eV

Record 3
C4H5NO2 | ωB97M-V/def2-TZVPD

Element x y z (Å)
O  0.7282  -0.2615  1.1356
C  1.8811  0.2822  0.5168
C  2.1152  -0.0769  -0.7300
O  2.4374  -0.3160  -1.8255
N  -0.1887  -0.4231  -0.0810
C  -1.6092  -0.8001  0.1383
C  -1.2367  0.6066  -0.1122
H  2.4903  1.1241  0.8461
H  -1.8823  -1.0905  1.1375
H  -2.0772  -1.3914  -0.6690
H  -1.4400  1.0528  -1.0848
H  -1.2181  1.2941  0.7283

Computed properties:
**HOMO level**: -8.359 eV
**F_max**: 1.6 eV/Å
**Structure (SMILES)**: O=C=CON1CC1
**Kohn-Sham gap**: 9.30 eV
**Net charge**: 0
**Calculated total energy**: -9809.1404 eV
**Relative energy (zero: lowest compared OMol25 entry of this formula, charge and spin)**: 119.32 kcal/mol
**E_LUMO**: 0.9387 eV

Record 4
C4H5NO2 | ωB97M-V/def2-TZVPD

Element x y z (Å)
O  0.0048  0.8421  -2.5982
C  0.1495  0.2732  -1.5442
C  -0.2406  0.8935  -0.2377
C  -1.1421  0.0569  0.6111
N  0.2137  0.2976  1.0268
C  1.1194  -0.7837  0.9887
O  0.8175  -1.9355  0.7963
H  0.5514  -0.7588  -1.4852
H  -0.3433  1.9753  -0.2471
H  -1.3824  -0.9455  0.2623
H  -1.8981  0.5538  1.2122
H  2.1502  -0.4689  1.2149

Computed properties:
**HOMO level**: -10.158 eV
**F_max**: 0.6 eV/Å
**Structure (SMILES)**: O=C[C@H]1CN1C=O
**Kohn-Sham gap**: 10.87 eV
**Net charge**: 0
**Calculated total energy**: -9812.3046 eV
**Relative energy (zero: lowest compared OMol25 entry of this formula, charge and spin)**: 46.36 kcal/mol
**E_LUMO**: 0.7092 eV

Record 5
C4H5NO2 | ωB97M-V/def2-TZVPD

Element x y z (Å)
C  0.1616  0.3643  1.7757
C  0.2026  0.2502  0.1093
C  0.9008  1.3307  0.3303
O  0.2753  0.2016  -2.5134
C  -0.4224  -0.5486  -1.8761
O  -1.2322  -1.4437  -2.4640
N  -0.5135  -0.6317  -0.4703
H  -0.8796  0.5926  1.9967
H  0.4381  -0.6590  2.0412
H  0.7872  1.0537  2.3484
H  1.9700  1.4119  0.4780
H  -1.6880  -1.9221  -1.7558

Computed properties:
**HOMO level**: -9.473 eV
**F_max**: 0.5 eV/Å
**Kohn-Sham gap**: 10.03 eV
**Net charge**: 0
**Calculated total energy**: -9810.6391 eV
**Relative energy (zero: lowest compared OMol25 entry of this formula, charge and spin)**: 84.76 kcal/mol
**E_LUMO**: 0.5549 eV

Record 6
C4H5NO2 | ωB97M-V/def2-TZVPD

Element x y z (Å)
O  -0.1888  -2.7566  -1.2847
C  -0.3122  -1.6160  -0.9445
C  0.4623  -0.7595  0.1608
C  0.9921  0.4904  -0.4552
N  -0.3666  0.4432  0.0022
C  -0.8853  1.1901  1.0484
O  -0.2838  2.0577  1.6224
H  -1.0002  -0.6432  -1.1152
H  0.7893  -1.0001  1.1787
H  1.1011  0.4866  -1.5416
H  1.6360  1.1765  0.0856
H  -1.9440  0.9309  1.2432

Computed properties:
**HOMO level**: -9.894 eV
**F_max**: 3.0 eV/Å
**Structure (SMILES)**: O=C[C@H]1CN1C=O
**Kohn-Sham gap**: 10.52 eV
**Net charge**: 0
**Calculated total energy**: -9810.9601 eV
**Relative energy (zero: lowest compared OMol25 entry of this formula, charge and spin)**: 77.36 kcal/mol
**E_LUMO**: 0.6309 eV